No. 1
Here is a molecular structure, C28H42BrF17NO3S from the Open Molecules 2025 dataset. Energies are from ωB97M-V/def2-TZVPD.

Last column: Mulliken charge in e.
Cartesian coordinates (Å):
C  5.5893  3.9978  1.4852  -0.8955
F  -5.1605  2.1822  -4.5844  -0.2159
H  -5.5642  -0.9832  4.4146  0.3985
F  -8.4454  0.9266  -5.7240  -0.2712
O  -2.0447  -1.2422  5.1152  -0.6260
H  4.9549  3.0832  1.7267  0.3043
H  0.4755  -2.7781  1.8062  0.3034
C  -1.1474  0.9442  2.6166  -0.4026
H  5.7425  4.5819  2.4496  0.2398
H  6.0676  1.4889  0.8248  0.2645
F  -5.2136  1.3125  0.1583  -0.2736
C  -3.1819  -0.5983  1.7321  0.9611
C  -8.0484  1.6911  -3.3637  0.6312
H  -2.0893  -2.9378  -0.0850  0.4095
H  3.9382  -1.1306  -0.7922  0.0912
H  -0.3466  0.1212  2.6524  0.2062
H  0.6669  -2.0894  -1.6359  0.3270
H  7.2520  -0.7069  -0.4665  0.2333
H  5.0609  4.6774  0.7433  0.2478
C  -0.2280  -3.3719  1.1308  -0.6842
F  -9.6628  0.0934  -2.5191  -0.3073
H  -2.8289  -2.7823  2.3959  0.3918
H  7.8073  3.6501  1.7106  -0.4583
F  -6.3527  -0.4755  1.2055  -0.2731
H  10.1402  5.7669  3.7356  0.3866
C  2.5879  -3.2665  -1.7047  -0.8744
C  -7.6697  0.0796  -1.2166  0.6177
H  7.3049  4.2624  0.0183  0.4806
O  -3.4169  0.6464  5.6617  -0.6227
N  9.6104  4.9955  3.3182  -0.5011
Br  -4.8636  1.4373  3.2581  0.0822
H  -1.4110  -1.7138  2.7353  0.3943
H  1.7067  -1.9970  -0.0716  0.2076
C  -1.4495  -2.4150  0.6941  -0.2849
H  5.3628  -1.9372  -2.7218  0.2143
C  -5.4201  -0.0900  0.2447  0.4914
H  -2.8413  1.6239  1.2175  0.4590
C  7.0229  3.5561  0.8618  0.2813
H  5.7982  0.8923  -2.7908  0.3132
F  -5.7097  0.0773  -5.1044  -0.1991
F  -7.2152  2.5711  -2.6755  -0.2542
F  -7.9262  -0.8176  -3.5482  -0.2716
F  -7.9962  1.1456  -0.3869  -0.2657
H  7.6741  -0.7092  -2.2766  0.3250
H  5.1412  -1.8835  0.4205  0.2884
H  8.1558  1.4899  -1.4829  0.2615
H  -0.9571  -1.5252  0.1588  -0.0979
F  -3.3945  -0.7239  -0.7488  -0.3390
H  8.6440  5.2944  3.1514  0.3430
H  6.5039  -2.8908  -1.5517  0.3383
H  10.0423  4.7256  2.4291  0.3875
S  -2.6401  -0.0082  4.5398  1.2887
C  -8.2639  0.2634  -2.7022  0.5156
H  2.3500  -4.3177  -2.0731  0.3933
F  -9.3190  2.3312  -3.3502  -0.3091
C  -3.8835  -0.3278  3.1408  -0.2235
H  3.5947  -3.7929  0.2851  0.3630
C  -7.6147  1.7101  -4.8946  0.5502
H  -4.2726  -2.2550  4.3481  0.3717
C  5.8565  -1.9574  -1.6868  -0.6475
C  0.5220  -3.8602  -0.2050  -0.6987
H  -0.2932  -4.3089  -0.8736  0.3087
C  7.1076  1.8451  -1.2066  -0.7422
H  -0.6689  -4.2917  1.6303  0.3316
C  3.8735  -3.4034  -0.7437  -0.6986
F  -8.3943  -1.0308  -0.6935  -0.3175
C  6.8150  -0.6943  -1.5214  -0.6235
F  -7.8445  3.0383  -5.3367  -0.2898
H  7.9006  1.5177  0.8596  0.2613
H  -1.6375  0.4613  0.5277  0.4682
H  -5.4237  -2.0434  2.9338  0.3002
C  6.9806  2.0080  0.3860  -0.6684
F  -5.9476  1.6987  -6.6092  -0.2722
C  4.6568  -1.9975  -0.6071  -0.3071
O  -1.6120  1.1458  3.9645  -0.3037
C  -6.1017  1.4000  -5.2335  0.6483
F  -5.5177  0.3447  -2.2372  -0.3294
F  -4.5060  -2.2749  0.6318  -0.3387
H  5.1074  0.7354  -1.0884  0.1527
C  -4.8172  -1.4836  3.7034  -1.2196
F  -6.1093  -1.7146  -1.5632  -0.2948
C  6.0764  0.7150  -1.6959  -0.4064
H  2.8952  -2.6230  -2.5954  0.3569
C  -2.2344  -1.8951  1.9783  -1.1900
H  4.6276  -4.1439  -1.1800  0.4046
C  1.3297  -2.6717  -0.9123  -0.3644
C  -4.0898  -0.9176  0.4854  0.5915
C  -2.2268  0.6946  1.4857  -0.8097
H  6.9179  2.8581  -1.7016  0.4262
C  -6.1395  -0.3801  -1.1778  0.4359
H  -0.5694  1.8893  2.3199  0.3840
H  9.6140  4.1941  3.9563  0.3740
H  1.2367  -4.7062  0.0908  0.3653

Atomic forces in eV per Å
C 0.652 0.240 -0.232
F -2.220 -1.371 -0.710
H 1.098 -0.760 -1.037
F 1.819 1.117 2.162
O 0.019 2.046 -2.872
H 0.817 1.309 -0.377
H -0.882 -1.012 -0.714
C 1.464 -0.092 -1.524
H -0.332 -0.639 -1.175
H 1.113 0.729 -0.754
F -0.218 -2.761 0.855
C 2.175 0.569 1.190
C -1.713 2.129 -0.444
H 0.627 0.596 1.143
H 0.923 -1.108 0.354
H -1.306 0.973 -0.242
H 0.817 -0.682 1.134
H -0.406 -0.099 -1.305
H 0.443 -0.982 1.041
C -0.832 0.135 -1.305
F 2.673 0.610 -0.346
H 0.643 1.474 -0.563
H -0.978 -0.122 -1.269
F 1.470 1.163 -1.277
H -0.024 -0.056 -0.015
C 0.640 -0.284 0.661
C -1.422 -1.764 1.405
H -0.217 -0.973 1.034
O 2.117 -0.971 -3.698
N 0.060 0.088 0.066
Br 0.238 -0.890 -0.611
H -1.319 0.204 -0.706
H -0.491 -0.578 -1.214
C 1.071 0.439 0.006
H 0.929 -0.226 1.284
C -1.149 0.385 -0.998
H 0.819 -1.338 0.794
C -0.864 -0.522 0.840
H 0.373 -0.361 1.428
F -1.200 2.402 0.214
F -0.981 -2.052 -0.910
F 0.091 2.523 1.710
F 0.895 -1.512 -1.868
H -1.111 -0.181 1.071
H -0.805 -0.119 -1.184
H -1.328 0.652 0.331
H -0.795 -1.167 0.693
F -0.958 -0.801 2.411
H 0.030 -0.083 -0.069
H -1.046 1.150 -0.367
H -0.097 -0.003 0.020
S -1.706 0.058 6.003
C -2.223 -1.593 0.309
H 0.098 1.424 0.252
F 2.386 -1.307 -0.056
C -0.772 -0.520 -0.104
H 0.105 0.456 -1.227
C -1.180 1.237 -1.672
H -0.364 1.186 -1.097
C -0.283 0.515 0.239
C -0.218 0.158 0.800
H 1.319 0.609 0.684
C -0.917 -0.341 0.387
H 0.728 1.183 -0.228
C 0.338 0.603 -0.259
F 1.357 1.966 -0.902
C -0.703 0.332 -0.014
F 0.764 -2.400 1.094
H -1.339 0.425 -0.590
H -0.650 0.406 1.463
H 0.950 0.897 0.548
C 1.478 0.609 0.056
F -0.507 -0.553 2.696
C 0.636 -0.513 -0.434
O -1.300 -1.422 -0.107
C 2.585 -0.295 -2.454
F -0.820 -1.139 2.052
F 0.698 2.461 -0.902
H 1.387 0.128 -0.782
C -0.788 0.109 1.262
F 0.147 2.171 0.954
C 0.587 -0.042 -0.282
H -0.532 -0.822 1.105
C 0.282 -1.114 -0.621
H -1.144 0.860 0.536
C 0.219 -0.836 -0.139
C -0.404 -0.297 -0.310
C -0.064 -0.552 -1.288
H 0.177 -1.433 0.576
C 0.275 -0.060 -1.688
H -1.026 -1.208 0.673
H -0.022 0.035 -0.056
H -0.876 1.195 -0.536

Its maximum force is 6.241 eV/A. As for the total charge: +1. As for the HOMO energy: -11.25 eV. The value obtained for the calculated total energy is -6042.01081 a.u. The HOMO-LUMO gap is 6.7 eV.

No. 2
Here is a molecular structure, C27H45BBr3Cl4F4N3Na2O11S from the Open Molecules 2025 dataset. Energies are from ωB97M-V/def2-TZVPD.

Last column: Mulliken charge in e.
Cartesian coordinates (Å):
H  1.4297  -0.9900  -0.5308  -0.1983
B  -1.0214  -2.1170  2.8793  0.5174
H  -3.0143  3.3860  5.3164  0.3598
H  -0.3534  -2.5964  -2.2847  -0.3897
H  4.9616  6.9752  -4.0849  0.1623
C  -1.9860  -4.4419  0.0445  -1.0055
Cl  -9.5053  -5.0821  4.6085  -0.0914
H  -0.5749  -5.2797  -2.8367  0.2688
N  -5.5802  -2.3655  -0.8326  -0.6658
F  0.1350  -1.9634  3.6315  -0.2121
C  6.9412  6.4598  -4.6946  0.7960
C  -3.9268  3.4180  4.7275  -0.6606
Cl  -11.1655  -2.8551  3.8391  -0.0951
H  -0.0230  -4.7016  1.6230  0.3085
C  -6.3517  -2.1968  0.0964  0.9131
H  6.0392  5.2145  -1.0001  0.3582
O  -0.8154  -6.9107  -4.8636  -1.0226
Cl  -8.6551  -3.3037  2.5003  -0.0141
O  -0.7599  -5.0007  -0.3223  -0.0472
H  2.5933  7.7268  -1.3598  0.3681
C  -10.0517  -4.0931  3.2585  0.3036
H  2.5808  -2.9350  2.2875  -0.8733
C  1.9263  0.8642  0.4196  -1.1544
Na  2.0346  -6.3120  -1.6456  0.8979
H  7.7928  6.8116  -6.6340  0.3234
H  5.0440  7.4666  -1.1780  0.4123
O  -4.5038  -3.2725  -0.4593  -0.0993
Br  2.8517  -0.6585  4.3669  0.0354
C  1.5330  -5.1964  0.2484  -0.0706
H  4.8500  -1.8781  3.6093  0.3283
C  4.1486  4.2059  -1.0935  -0.4944
H  8.4551  7.8348  -5.3495  0.3146
O  6.9863  5.5046  -3.9578  -0.5257
H  2.8847  -2.7157  -0.7481  0.0655
H  2.8867  -0.1773  -1.2217  0.3054
H  -3.4200  5.3172  2.2542  0.3440
H  -2.7899  -5.1449  -0.2096  0.3197
O  3.1756  -1.1486  0.5564  -0.3246
H  1.1396  1.3867  -0.1208  0.3158
C  -4.2194  4.5818  2.3351  -0.7367
C  2.2112  5.6165  -1.2918  -0.5360
C  3.2375  -2.5226  0.2762  -0.5413
O  2.4167  -4.6524  1.1768  -0.5924
H  -0.8550  -4.6899  -4.4378  0.2206
O  -4.2674  1.9553  2.5501  -0.5597
H  -3.8513  5.5722  4.8974  0.3026
C  -1.0533  -3.1456  -2.9261  1.3920
H  1.1373  5.7286  -1.3701  0.3660
H  -3.0030  -2.5350  -2.4841  0.5706
C  2.3347  -3.2259  1.2708  1.8508
C  4.4057  6.5918  -1.1808  -0.5369
H  -2.8687  -4.2815  -2.3894  0.3372
H  -1.4884  -6.6053  -5.4827  0.1304
H  1.3100  -2.8893  1.1050  -0.3844
C  5.7193  7.3463  -4.7716  -0.9190
Br  5.5038  -1.4400  5.9471  -0.0720
C  2.7721  4.3504  -1.1997  -0.1045
C  0.0976  -5.3501  0.7534  -0.2178
H  -5.5842  6.0239  3.2165  0.3455
O  -6.8408  -1.8792  1.1125  -0.5229
C  -0.4331  -4.4121  -3.4739  -0.9606
H  -6.1429  4.3527  3.2846  0.2747
H  5.3199  7.3403  -5.7871  0.3549
H  1.5124  -5.0616  -3.7760  0.2859
C  2.3251  -0.3996  -0.3091  0.4625
N  -2.1751  -3.1607  -0.6815  1.1458
C  8.1028  6.8300  -5.5880  -1.1178
O  -3.3294  -1.6452  0.6001  -0.8808
F  -0.7257  -1.8913  1.5121  -0.5229
H  -2.0288  -4.2383  1.1169  0.4659
H  1.9314  -6.1666  -0.0191  0.2278
H  4.5849  3.2179  -1.0206  0.3834
O  -2.0710  3.1128  2.8425  -0.6504
H  -5.3234  4.8679  5.5499  0.3223
N  1.0187  -4.1795  -3.7135  -0.5588
O  -1.3933  -2.2617  -4.0058  -0.6279
H  8.9137  6.1210  -5.4414  0.3025
C  4.2852  -1.9082  4.5297  -0.3023
H  -0.0780  -6.3844  1.0665  0.2925
H  1.4640  -4.5588  -0.6513  -0.1923
H  -4.6019  2.6290  5.0521  0.3478
H  2.8030  1.5052  0.5135  0.2930
F  -1.5111  -3.4513  2.9932  -0.4319
C  -3.3121  -2.5861  -0.1389  0.3353
H  1.4218  -3.6037  -2.9798  0.2532
H  -0.9206  -2.5660  -4.7887  0.4124
C  4.9667  5.3263  -1.0820  -0.2473
C  -5.2633  4.9948  3.3676  -0.5317
C  -4.6012  4.7958  4.7388  -0.6142
H  1.5825  0.6074  1.4194  0.1935
C  -2.3562  -3.3473  -2.1500  -1.1982
C  3.0290  6.7383  -1.2844  -0.2866
Cl  -10.8597  -5.1068  2.0643  -0.0975
H  -4.6289  4.3653  1.3515  0.3895
F  -2.0219  -1.2230  3.2938  -0.3379
S  -3.4944  3.0893  3.0118  1.0848
H  5.9827  8.3700  -4.5002  0.3104
H  2.1376  3.4739  -1.2102  0.3296
Na  -5.0267  -0.7873  1.2752  0.9886
Br  3.6406  -3.7102  4.7377  -0.0543
H  4.2706  -2.8736  0.3346  0.2918

Atomic forces in eV per Å
H 0.006 -0.024 -0.157
B -0.066 0.192 -0.133
H 0.042 -0.090 -0.052
H 0.006 -0.164 0.227
H -0.005 0.000 0.006
C 0.062 -0.146 0.294
Cl 0.018 -0.019 0.029
H -0.405 0.049 0.063
N 0.351 -0.384 -0.573
F -0.022 -0.101 0.075
C -0.030 0.075 -0.045
C -0.110 0.128 0.157
Cl -0.030 0.023 0.014
H -0.150 0.111 -0.056
C 0.406 -0.409 1.344
H 0.009 -0.006 -0.053
O 0.298 0.082 0.354
Cl -0.301 -0.167 0.187
O 0.132 0.028 0.101
H -0.001 0.005 0.005
C 0.040 -0.013 -0.010
H 0.111 -0.134 -0.009
C 0.386 -0.123 -0.065
Na -0.092 -0.651 -3.143
H -0.017 0.095 -0.002
H 0.004 0.003 0.013
O -0.337 0.087 -0.913
Br -0.003 0.032 0.048
C -0.390 0.975 0.789
H 0.019 -0.008 -0.017
C -0.006 -0.003 0.009
H -0.053 0.041 -0.072
O 0.042 -0.022 0.022
H 0.111 -0.035 -0.058
H -0.207 -0.029 -0.190
H 0.039 -0.031 0.001
H 0.077 -0.014 -0.232
O 0.276 0.084 0.015
H -0.021 0.065 0.011
C -0.196 0.114 0.020
C 0.005 0.004 -0.020
C -0.170 -0.052 -0.195
O 0.324 -0.290 -0.038
H -0.238 -0.264 0.138
O -0.229 -0.285 -0.209
H 0.014 0.000 -0.016
C -0.187 0.270 -0.408
H -0.004 -0.001 -0.004
H -0.027 0.010 -0.072
C -0.371 0.149 -0.007
C 0.003 0.016 0.014
H 0.178 -0.151 0.009
H 0.047 -0.118 -0.035
H -0.150 0.026 0.074
C -0.046 -0.198 0.161
Br 0.036 0.006 0.031
C 0.005 -0.005 -0.008
C 0.197 0.037 0.104
H -0.007 0.005 0.003
O -1.101 -0.319 -1.032
C 0.801 0.051 0.130
H -0.010 0.008 -0.029
H 0.045 0.117 -0.023
H -0.048 -0.002 -0.599
C -0.088 -0.088 0.392
N -0.911 -1.234 -0.253
C 0.067 -0.158 0.094
O 0.049 -0.422 -0.755
F 0.148 -0.087 -0.011
H 0.122 0.134 -0.027
H 0.108 -0.143 1.934
H 0.002 -0.005 -0.002
O 0.010 -0.091 -0.102
H 0.003 -0.001 0.012
N -0.083 0.098 0.465
O 0.083 -0.031 -0.034
H 0.004 -0.005 0.001
C 0.056 0.080 -0.052
H -0.145 0.030 0.036
H -0.021 0.112 0.027
H 0.013 -0.051 -0.073
H -0.081 0.169 0.060
F -0.035 -0.064 0.026
C 0.878 0.673 0.453
H 0.067 -0.020 0.004
H 0.017 0.053 0.025
C -0.011 0.012 0.017
C 0.028 -0.070 0.067
C 0.022 -0.005 -0.072
H -0.164 0.010 -0.012
C -0.054 0.353 0.005
C 0.002 -0.005 -0.008
Cl -0.021 -0.021 -0.021
H 0.070 -0.076 -0.018
F -0.120 -0.067 -0.018
S 0.145 0.155 0.117
H -0.003 0.037 -0.119
H -0.012 0.001 0.014
Na 0.748 2.153 1.615
Br 0.009 -0.080 0.084
H 0.039 0.027 0.151

Its maximum force is 3.211 eV/A. As for the HOMO energy: -5.40 eV. The value obtained for the calculated total energy is -12757.54194 a.u. The HOMO-LUMO gap is 3.1 eV.

No. 3
Here is a molecular structure, C20H18N4O2S2 from the Open Molecules 2025 dataset. Energies are from ωB97M-V/def2-TZVPD.

Last column: natural (NBO) charge in e.
Cartesian coordinates (Å):
C  4.1629  -3.4981  0.3232  -0.1462
C  2.1554  3.6560  -0.0940  -0.2805
C  2.1954  1.1436  -1.1159  -0.2529
H  2.1483  5.2713  1.2024  0.2155
C  -0.1898  0.5758  -1.4623  0.3904
C  -4.3706  -1.5896  0.2231  -0.2432
O  2.2878  1.9759  1.2172  -0.4550
H  1.3922  -3.3945  -1.4496  0.2157
C  2.2063  -3.1321  -0.7118  -0.1305
N  -1.0634  -0.1109  -1.1119  -0.4884
O  -0.9298  3.0990  1.0527  -0.6280
H  4.9154  -1.6346  1.6885  0.2377
N  -2.3240  1.2243  1.1692  -0.6518
H  5.0370  -4.1158  0.5589  0.2092
C  3.0561  -1.4797  0.5816  -0.2192
H  -2.3333  3.9572  -1.0166  0.2650
H  -1.8077  1.0126  2.1914  0.4161
C  -1.7886  2.2936  0.7048  0.7088
C  2.1393  3.0723  2.0650  0.1238
C  3.2241  -3.8139  -0.4684  -0.3096
C  2.1498  4.0771  1.0321  -0.2775
H  3.1224  0.3650  -1.1293  0.2471
H  2.9751  -0.4333  1.0430  0.2176
C  -5.1324  -2.9097  0.3105  -0.6146
C  -2.1200  2.7238  -0.9892  -0.6498
H  -4.5636  -3.6360  -0.0515  0.2147
H  -5.5764  -0.5176  -1.3386  0.1996
H  3.2608  -4.9086  -0.5477  0.2239
C  -4.5934  -0.4210  -0.6041  0.0203
C  0.9056  -0.9825  -0.5480  0.1297
H  -2.8475  2.0283  -1.2519  0.2217
C  4.1506  -2.1489  0.9825  -0.2098
H  -0.9577  -2.0593  -0.3829  0.2033
C  -3.1436  0.2307  0.4631  0.3409
S  -0.6854  2.4685  -2.0094  0.1356
C  -0.3705  -1.2814  -0.8617  -0.1342
N  -3.9472  0.5612  -0.3685  -0.4985
C  2.0189  -1.8289  -0.1731  -0.0768
N  1.0942  0.2015  -1.0226  -0.3982
H  -5.4796  -3.1800  1.1831  0.2082
H  -6.0052  -3.0763  -0.5117  0.2119
H  2.2118  2.9008  3.1471  0.2242
H  2.2099  4.2163  -1.1159  0.2298
H  2.2590  1.8521  -2.2052  0.2469
C  2.3533  2.3574  -0.1981  0.2244
S  -3.4020  -1.1115  1.6008  0.3828

Atomic forces in eV per Å
C 7.356 5.581 6.976
C 1.011 -1.745 -16.948
C 3.761 1.003 -2.905
H -0.188 -3.046 0.080
C 6.094 11.597 -1.957
C -3.074 0.403 -0.297
O 0.135 -1.072 0.452
H 0.991 -0.373 0.979
C -9.665 6.069 -3.418
N -6.490 -7.211 -0.084
O -0.782 -1.651 2.360
H -1.343 -1.474 -1.465
N 1.254 -2.470 4.534
H -0.606 -0.146 -0.196
C 0.468 6.340 3.904
H 0.285 -3.741 0.078
H -2.070 0.079 -3.446
C 2.269 5.634 -6.938
C 1.026 -0.112 -5.555
C 2.036 -8.710 -0.925
C -0.633 9.217 16.317
H -1.634 2.527 0.080
H 0.046 -1.298 -0.566
C -1.941 3.805 -6.126
C 0.498 1.791 3.146
H 3.074 -3.328 -1.105
H 2.939 0.496 1.539
H -0.399 0.202 -1.552
C -10.043 -13.039 -3.082
C 1.388 -3.975 0.099
H -1.658 0.000 -1.163
C 1.643 -3.285 -1.198
H 0.364 -0.403 -0.398
C 6.341 3.036 9.892
S 1.751 -2.053 0.371
C -2.631 -2.315 3.912
N 2.320 8.135 -2.203
C -0.270 -3.533 -2.128
N -1.042 7.044 -2.717
H -1.828 -0.963 4.727
H 1.535 1.243 1.952
H -0.185 0.348 -0.882
H -0.448 -0.476 2.244
H -0.567 -2.873 2.624
C -1.376 -5.473 4.603
S 0.291 0.212 -3.615

Its maximum force is 18.751 eV/A. As for the HOMO energy: -7.76 eV. The value obtained for the calculated total energy is -1938.28117 a.u. The HOMO-LUMO gap is 7.7 eV.